Density functional theory data (wB97M-V/def2-TZVPD) for C8H6N2O as an isolated structure.

Structure (XYZ):
```
17
Properties=species:S:1:pos:R:3:forces:R:3
C 2.328867 1.064088 0.006594 3.940 1.911 0.003
C 2.968609 -0.141903 -0.010078 0.912 -2.792 -0.044
C 2.118294 -1.254696 -0.045925 4.274 -3.367 1.129
C 0.253692 -0.038873 -0.044485 -1.606 0.182 0.582
C 0.982247 1.112681 -0.024496 -0.907 0.460 -0.352
C -1.257373 0.028969 0.011790 4.230 -3.557 -0.598
C -3.230861 0.597870 0.011894 -2.852 1.108 -0.655
C -3.226391 -0.724804 -0.036323 -1.772 -2.463 1.035
H 3.037191 1.961509 0.031742 -1.609 -0.920 -0.004
H 4.059808 -0.475237 0.041614 -1.489 1.544 -0.146
H 2.797537 -2.428551 0.082663 -2.638 3.500 -0.613
H 0.461196 2.012588 -0.078549 -0.686 1.494 0.082
H -4.237287 1.089040 -0.085435 1.756 0.430 0.393
H -4.016927 -1.528844 0.155424 1.336 1.485 -0.753
N 0.839047 -1.203396 0.008874 -1.252 -2.089 -0.389
N -1.923402 1.057622 0.006382 -2.911 3.826 0.117
O -1.954246 -1.128058 -0.031692 1.275 -0.752 0.213
```
Positions in Å, forces in eV/Å.

The value obtained for the HOMO energy is -9.09 eV. The energy relative to the best compared isomer or geometry (same formula, charge and spin) comes out at 2.618 eV. The frontier orbital gap comes out at 9.69 eV. The multiplicity is 1.